C3H2AgFO2 | ωB97M-V with the def2-TZVPD basis set

Last column: natural (NBO) charge in e.
Positions of all 9 atoms, in Å:
F: -1.72 0.05 -0.20  -0.41
O: 1.42 -0.37 -0.27  -0.52
O: 0.56 -1.02 -2.28  -0.59
C: 0.43 -0.37 0.89  -0.40
C: -0.60 -0.95 -0.03  0.01
C: 0.48 -0.86 -1.10  0.75
H: 0.79 -1.04 1.69  0.15
H: -1.06 -1.93 0.16  0.17
Ag: -0.12 1.85 1.78  -0.15

Properties
- Net charge: -1
- Frontier orbital gap (alpha / beta): 5.4 / 7.9 eV
- ⟨S²⟩: 0.75
- E_tot: -512.76560 hartree
- Spin multiplicity: 2
- Lowest unoccupied orbital energy (alpha / beta): 0.1451 / 0.1439 hartree
- HOMO level (alpha / beta): -1.45 / -4.02 eV
- ΔE to the lowest compared entry with this formula, charge and spin: 0.0 kcal per mole


C3H2AgLiMgO3 | ωB97M-V with the def2-TZVPD basis set

Last column: natural (NBO) charge in e.
Positions of all 11 atoms, in Å:
C: -1.27 0.63 -0.31  0.73
C: 0.01 0.64 -0.60  -0.70
O: -2.45 0.63 -0.41  -0.58
H: 0.33 1.13 -1.52  0.29
H: 0.62 -0.19 -0.22  0.27
Mg: -6.36 -1.81 -2.26  0.28
Ag: -4.67 -0.42 0.52  0.71
O: 2.46 1.26 1.77  -0.62
C: 2.96 0.15 1.65  0.60
O: 4.04 -0.25 1.15  -0.91
Li: 4.31 -1.78 0.24  0.94

Properties
- Net charge: +1
- Frontier orbital gap (alpha / beta): 2.9 / 6.0 eV
- ⟨S²⟩: 0.75
- E_tot: -695.46387 hartree
- Spin multiplicity: 2
- Lowest unoccupied orbital energy (alpha / beta): -0.2059 / -0.2059 hartree
- HOMO level (alpha / beta): -8.47 / -11.55 eV
- ΔE to the lowest compared entry with this formula, charge and spin: 0.0 kcal per mole


C3H2BiO2 | ωB97M-V with the def2-TZVPD basis set

Last column: natural (NBO) charge in e.
Positions of all 8 atoms, in Å:
O: 0.36 1.25 -0.43  -0.75
C: 0.48 0.34 -1.35  0.20
C: 0.16 -0.97 -1.27  0.09
O: -0.30 -1.58 -0.07  -0.34
C: -0.66 -1.03 0.97  0.26
Bi: -0.32 1.14 1.36  1.96
H: 0.86 0.66 -2.33  0.28
H: 0.24 -1.70 -2.08  0.30

Properties
- Net charge: +2
- Frontier orbital gap (alpha / beta): 6.8 / 7.1 eV
- ⟨S²⟩: 0.77
- E_tot: -479.66959 hartree
- Spin multiplicity: 2
- Lowest unoccupied orbital energy (alpha / beta): -0.4813 / -0.4790 hartree
- HOMO level (alpha / beta): -19.87 / -20.14 eV
- ΔE to the lowest compared entry with this formula, charge and spin: 41.2 kcal per mole


C3H2Br2ClF | ωB97M-V with the def2-TZVPD basis set

Last column: natural (NBO) charge in e.
Positions of all 9 atoms, in Å:
F: -3.35 1.73 0.23  -0.29
C: -2.14 1.51 -0.15  0.35
Cl: -1.24 2.97 -0.01  0.05
C: -1.69 0.26 -0.28  -0.23
Br: -2.83 -1.24 -0.29  0.11
C: -0.22 0.01 -0.39  -0.41
Br: 0.54 0.15 -2.32  -0.07
H: 0.16 0.90 0.04  0.23
H: 0.06 -1.04 0.07  0.26

Properties
- Frontier orbital gap: 9.5 eV
- Structure (SMILES): F/C(Cl)=C(\Br)CBr
- E_tot: -5823.55429 hartree
- Lowest unoccupied orbital energy: -0.0029 hartree
- HOMO level: -9.59 eV
- ΔE to the lowest compared entry with this formula, charge and spin: 0.0 kcal per mole


C3H2Br2P2 | ωB97M-V with the def2-TZVPD basis set

Last column: natural (NBO) charge in e.
Positions of all 9 atoms, in Å:
C: -0.07 0.65 -1.09  -0.66
C: 0.74 0.64 -0.01  -0.22
C: 0.71 -0.16 1.05  -0.06
P: -1.47 -0.22 -1.41  0.43
P: -2.16 -0.85 0.56  0.10
Br: 2.55 1.56 -0.28  -0.02
Br: 1.49 -0.54 2.70  0.21
H: 0.27 1.12 -2.03  0.27
H: -2.06 -2.20 0.51  -0.04

Properties
- Frontier orbital gap (alpha / beta): 7.2 / 6.7 eV
- E_tot: -5946.07006 hartree
- Lowest unoccupied orbital energy (alpha / beta): -0.0649 / -0.0632 hartree
- HOMO level (alpha / beta): -8.92 / -8.46 eV
- ΔE to the lowest compared entry with this formula, charge and spin: 86.3 kcal per mole


C3H2Br5N2O | ωB97M-V with the def2-TZVPD basis set

Last column: natural (NBO) charge in e.
Positions of all 13 atoms, in Å:
C: -0.58 0.24 -0.57  0.02
C: 0.81 1.58 0.79  0.05
C: -1.01 -1.98 0.50  0.01
N: 0.68 0.64 -0.14  -0.11
N: -1.20 -0.98 -0.32  -0.51
O: 1.69 0.39 -0.99  -0.47
Br: -1.14 1.07 -2.30  0.06
Br: -0.60 2.37 1.69  0.33
Br: 2.48 2.16 1.37  0.28
Br: -2.25 -3.30 0.74  0.26
Br: 0.85 -2.24 1.25  0.11
H: -1.97 -1.14 -1.02  0.48
H: 2.26 1.19 -1.00  0.49

Properties
- Net charge: +1
- Frontier orbital gap (alpha / beta): 6.3 / 6.3 eV
- E_tot: -13169.88473 hartree
- Lowest unoccupied orbital energy (alpha / beta): -0.1980 / -0.1979 hartree
- HOMO level (alpha / beta): -11.65 / -11.65 eV
- ΔE to the lowest compared entry with this formula, charge and spin: 61.1 kcal per mole


C3H2BrCl | ωB97M-V with the def2-TZVPD basis set

Last column: natural (NBO) charge in e.
Positions of all 7 atoms, in Å:
C: 0.82 -1.15 0.37  -0.09
C: 1.84 -0.54 0.09  -0.40
C: -1.61 0.31 -0.08  -0.27
Cl: -1.19 1.90 -0.01  0.14
Br: 3.62 -0.11 -0.16  0.17
H: -1.85 -0.22 0.83  0.23
H: -1.63 -0.18 -1.04  0.22

Properties
- Frontier orbital gap (alpha / beta): 8.2 / 6.1 eV
- E_tot: -3149.45892 hartree
- Lowest unoccupied orbital energy (alpha / beta): -0.0484 / -0.1032 hartree
- HOMO level (alpha / beta): -9.55 / -8.90 eV
- ΔE to the lowest compared entry with this formula, charge and spin: 105.9 kcal per mole


C3H2BrCl | ωB97M-V with the def2-TZVPD basis set

Last column: natural (NBO) charge in e.
Positions of all 7 atoms, in Å:
C: -1.15 1.31 0.48  -0.20
C: 1.18 -1.39 -0.36  -0.22
C: 0.82 -0.65 0.52  -0.26
Cl: -1.01 2.79 -0.24  0.11
Br: 1.58 -2.89 -1.32  0.18
H: 0.28 0.17 1.07  0.27
H: -1.69 0.66 -0.15  0.12

Properties
- Frontier orbital gap (alpha / beta): 8.2 / 8.2 eV
- E_tot: -3149.48386 hartree
- Lowest unoccupied orbital energy (alpha / beta): -0.0432 / -0.0432 hartree
- HOMO level (alpha / beta): -9.34 / -9.34 eV
- ΔE to the lowest compared entry with this formula, charge and spin: 90.2 kcal per mole


C3H2BrF2N | ωB97M-V with the def2-TZVPD basis set

Last column: natural (NBO) charge in e.
Positions of all 9 atoms, in Å:
C: -0.07 0.31 -1.56  0.20
C: 0.20 0.07 -0.25  -0.40
C: -2.72 0.46 -0.77  0.58
N: -0.38 0.64 -2.66  -0.33
F: -3.22 1.45 -0.09  -0.31
F: -3.45 -0.60 -0.56  -0.33
Br: -2.78 0.71 -2.64  0.15
H: -0.03 -0.79 0.17  0.21
H: 0.84 0.67 0.39  0.23

Properties
- Frontier orbital gap (alpha / beta): 8.0 / 7.8 eV
- E_tot: -2943.83023 hartree
- Lowest unoccupied orbital energy (alpha / beta): -0.0572 / -0.0465 hartree
- HOMO level (alpha / beta): -9.60 / -9.06 eV
- ΔE to the lowest compared entry with this formula, charge and spin: 96.1 kcal per mole


C3H2BrF3O | ωB97M-V with the def2-TZVPD basis set

Last column: natural (NBO) charge in e.
Positions of all 10 atoms, in Å:
C: 1.32 -0.37 0.19  0.43
C: -1.30 0.38 -0.70  -0.41
C: -1.69 1.72 -0.04  0.91
O: 1.89 0.08 1.07  -0.42
F: -2.98 1.97 -0.17  -0.32
F: -1.02 2.76 -0.52  -0.32
F: -1.43 1.70 1.23  -0.31
Br: -1.98 -1.27 -0.08  0.09
H: 1.50 -1.13 -0.55  0.14
H: -1.18 0.42 -1.82  0.21

Properties
- Frontier orbital gap (alpha / beta): 7.4 / 9.3 eV
- E_tot: -3064.23549 hartree
- Lowest unoccupied orbital energy (alpha / beta): -0.0281 / 0.0072 hartree
- HOMO level (alpha / beta): -8.15 / -9.08 eV
- ΔE to the lowest compared entry with this formula, charge and spin: 64.5 kcal per mole